(1)
{"formula": "C12H17O5P", "method": "wB97M-V/def2-TZVPD", "max_force_ev_per_a": 3.17, "multiplicity": 1, "e_homo_ev": -9.94, "homo_lumo_gap_ev": 9.139, "e_tot_ev": -32245.853, "total_charge": 0, "relative_energy_kj_mol": 267.4, "symbols": ["P", "O", "O", "O", "O", "O", "C", "C", "C", "C", "C", "C", "C", "C", "C", "C", "C", "C", "H", "H", "H", "H", "H", "H", "H", "H", "H", "H", "H", "H", "H", "H", "H", "H", "H"], "positions_angstrom": [[-0.965, -1.615, 0.516], [-0.132, -2.002, 1.867], [3.805, 1.002, -4.816], [-2.536, -1.243, 0.762], [2.670, 1.233, -0.216], [-0.947, -2.811, -0.337], [2.308, 1.329, -1.352], [2.872, 2.623, -3.318], [2.513, 2.675, -2.052], [-2.816, 0.099, 1.195], [-0.574, -1.349, 3.072], [3.005, 1.252, -3.973], [-4.259, 0.510, 0.740], [2.050, 0.183, -3.448], [0.508, -1.466, 4.190], [-0.011, -0.316, -0.373], [0.786, -0.864, -1.573], [1.704, 0.208, -2.172], [0.145, -1.326, -2.334], [2.403, 3.603, -1.491], [-2.786, 0.162, 2.294], [0.524, -0.514, 4.741], [1.694, -0.600, -4.124], [-2.133, 0.869, 0.802], [-0.765, -0.269, 2.948], [0.611, 0.218, 0.366], [0.286, -2.264, 4.908], [3.075, 3.533, -3.889], [-4.634, -0.300, 0.102], [-1.481, -1.880, 3.413], [1.446, -1.669, -1.204], [1.474, -1.592, 3.679], [-0.715, 0.450, -0.756], [-4.898, 0.655, 1.621], [-4.225, 1.475, 0.211]]}

(2)
{"formula": "C26H31ClIN2ORe", "method": "wB97M-V/def2-TZVPD", "max_force_ev_per_a": 0.70, "s_squared": 0.773, "multiplicity": 2, "e_homo_ev": [-2.68, -4.01], "homo_lumo_gap_ev": [5.121, 6.455], "e_tot_ev": -55247.702, "total_charge": -1, "relative_energy_kj_mol": 13.6, "symbols": ["Re", "I", "Cl", "O", "N", "N", "C", "C", "C", "C", "C", "C", "C", "C", "C", "C", "C", "C", "C", "C", "C", "C", "C", "C", "C", "C", "C", "C", "C", "C", "C", "C", "H", "H", "H", "H", "H", "H", "H", "H", "H", "H", "H", "H", "H", "H", "H", "H", "H", "H", "H", "H", "H", "H", "H", "H", "H", "H", "H", "H", "H", "H", "H"], "positions_angstrom": [[0.452, -0.201, -0.061], [-2.039, -4.817, 0.364], [-5.682, -1.865, -2.890], [-0.685, -1.860, 0.165], [-1.329, 0.257, -1.025], [2.027, 0.078, -0.771], [2.902, 2.451, -2.264], [0.563, 0.505, 1.674], [-0.287, 0.227, 2.912], [0.028, 1.268, 3.992], [-1.686, 1.467, -1.569], [3.565, -2.505, -0.860], [-1.788, 0.273, 2.605], [-1.827, -1.945, -0.518], [5.619, -0.092, -2.923], [1.591, 2.302, -3.035], [3.663, 1.139, -2.196], [0.074, -1.170, 3.432], [3.542, -2.417, 0.668], [3.201, -0.003, -1.505], [-3.420, -0.689, -1.919], [-2.227, -0.782, -1.181], [-3.730, 0.567, -2.508], [-3.805, -3.038, -1.350], [-2.841, 1.628, -2.291], [3.956, -1.198, -1.537], [2.688, 3.120, -0.904], [5.152, -1.207, -2.249], [-2.622, -3.077, -0.616], [4.864, 1.068, -2.891], [2.278, -3.117, -1.416], [-4.186, -1.868, -1.981], [4.370, -3.201, -1.121], [5.729, -2.124, -2.270], [0.902, 1.646, -2.507], [-0.549, 1.072, 4.900], [2.744, -1.766, 1.018], [1.356, 1.239, 1.840], [2.127, -4.114, -0.998], [-0.183, -1.923, 2.687], [-2.071, 1.248, 2.205], [1.769, 1.879, -4.026], [1.401, -2.528, -1.156], [3.383, -3.411, 1.093], [-3.059, 2.608, -2.695], [1.088, 1.249, 4.251], [3.636, 3.237, -0.375], [6.556, -0.126, -3.463], [2.254, 4.113, -1.046], [-4.635, 0.693, -3.082], [-2.060, -0.488, 1.874], [4.492, -2.032, 1.045], [-2.364, 0.092, 3.518], [-0.474, -1.381, 4.357], [3.541, 3.124, -2.846], [-0.220, 2.273, 3.643], [5.206, 1.949, -3.423], [1.143, -1.246, 3.635], [-1.000, 2.281, -1.387], [2.015, 2.538, -0.279], [2.324, -3.201, -2.504], [-4.427, -3.918, -1.431], [1.108, 3.275, -3.160]]}

(3)
{"formula": "C4H7N3O5", "method": "wB97M-V/def2-TZVPD", "max_force_ev_per_a": 3.98, "multiplicity": 1, "e_homo_ev": [-8.66, -8.66], "homo_lumo_gap_ev": [7.639, 7.638], "e_tot_ev": -18961.271, "total_charge": 0, "relative_energy_kj_mol": 578.4, "symbols": ["O", "O", "O", "O", "O", "N", "N", "N", "C", "C", "C", "C", "H", "H", "H", "H", "H", "H", "H"], "positions_angstrom": [[-0.621, -1.012, 1.972], [-3.224, 0.836, -0.993], [-1.801, 2.540, 0.573], [0.833, -0.685, -1.489], [-2.177, -1.680, -0.846], [-2.216, 0.493, -0.099], [0.945, -1.387, -0.275], [-1.477, 1.349, 0.566], [-1.780, -0.825, -0.115], [2.197, -0.859, 0.256], [1.992, 0.700, 0.391], [-0.600, -0.993, 0.794], [1.232, 1.004, 1.139], [0.119, -1.249, -1.990], [2.469, -1.461, 1.181], [2.904, 1.117, 0.790], [1.595, 1.224, -0.504], [-3.348, 1.844, -0.858], [2.959, -0.957, -0.494]]}